{"formula": "C5H9Cl", "method": "the ωB97M-V functional and the def2-TZVPD basis", "homo_lumo_gap_ev": 11.4040, "lumo_ev": 1.0, "multiplicity": 1, "smiles": "CC1(Cl)CCC1", "fmax_ev_per_a": 2.78, "species": ["C", "C", "Cl", "C", "C", "C", "H", "H", "H", "H", "H", "H", "H", "H", "H"], "positions_angstrom": [[-1.236892, -0.011791, 1.117576], [-0.098827, -0.012522, 0.164665], [1.385281, 0.128022, 1.146052], [-0.224356, 1.001003, -0.993799], [-0.888769, -0.128634, -1.874558], [-0.228380, -1.103660, -0.917708], [-1.338186, 0.920249, 1.720507], [-2.226653, -0.144925, 0.620400], [-1.198446, -0.767202, 1.936724], [-0.743512, 1.968995, -0.822325], [0.773589, 1.288238, -1.335053], [-1.984535, -0.144627, -1.932137], [-0.554805, -0.217787, -2.890426], [0.727738, -1.651689, -1.111106], [-0.941624, -1.894004, -0.646527]], "forces_ev_per_a": [[-2.091, 0.324, 1.808], [-0.193, 0.371, -0.651], [0.367, -0.176, -0.230], [-0.560, 1.013, -0.182], [1.141, 0.977, -0.112], [-0.248, -2.438, 1.266], [0.329, -0.235, -0.735], [0.735, 0.041, 0.067], [0.330, 0.039, -0.931], [-0.013, -0.712, 0.100], [-0.084, -0.377, -0.237], [0.324, -0.017, 0.604], [0.325, 0.262, -0.551], [-0.671, 0.985, -0.541], [0.311, -0.058, 0.324]]}